{"formula": "C6H8", "method": "ωB97M-V/def2-TZVPD", "species": ["C", "C", "C", "C", "C", "C", "H", "H", "H", "H", "H", "H", "H", "H"], "positions_angstrom": [[-1.082, -0.618, -0.968], [-1.279, -0.410, 0.337], [-0.182, 0.453, 0.905], [1.008, -0.354, 1.278], [0.935, 0.324, -0.101], [0.131, 0.168, -1.393], [-1.701, -1.203, -1.641], [-2.062, -0.845, 0.947], [-0.428, 1.480, 1.161], [0.838, -1.390, 1.567], [1.770, 0.135, 1.886], [1.679, 1.115, -0.145], [0.603, -0.074, -2.350], [-0.230, 1.217, -1.483]], "smiles": "C1=C[C@H]2C[C@H]2C1", "homo_energy_ha": -0.3353, "homo_lumo_gap_ev": 10.35, "relative_energy_ev": 1.574, "charge": 0, "lumo_energy_ev": 1.22}


{"formula": "C5H6O", "method": "ωB97M-V/def2-TZVPD", "species": ["C", "C", "C", "C", "C", "O", "H", "H", "H", "H", "H", "H"], "positions_angstrom": [[-0.323, -0.425, -1.537], [0.848, 0.231, -0.795], [0.398, 0.655, 0.517], [-0.131, 0.649, 1.607], [-0.516, -0.331, 2.601], [-1.121, -1.327, 2.270], [-0.766, -1.196, -0.897], [-1.107, 0.300, -1.775], [0.035, -0.882, -2.463], [1.330, 1.035, -1.354], [1.605, -0.541, -0.597], [-0.140, -0.189, 3.622]], "smiles": "CCC#CC=O", "homo_energy_ha": -0.3704, "homo_lumo_gap_ev": 10.55, "relative_energy_ev": 2.370, "charge": 0, "lumo_energy_ev": 0.48}


{"formula": "C17H34NO3S", "method": "ωB97M-V/def2-TZVPD", "species": ["C", "C", "C", "C", "C", "C", "C", "O", "C", "O", "S", "H", "H", "H", "H", "H", "H", "H", "H", "H", "H", "H", "H", "H", "H", "H", "H", "C", "C", "C", "C", "C", "C", "N", "O", "C", "C", "C", "H", "H", "H", "H", "H", "H", "H", "H", "H", "H", "H", "H", "H", "H", "H", "H", "H", "H"], "positions_angstrom": [[0.720, -1.051, -0.099], [0.953, 0.034, -1.164], [2.091, -0.232, -2.168], [2.241, -1.684, -2.625], [3.424, -1.870, -3.584], [4.789, -1.709, -2.893], [5.905, -2.466, -3.618], [7.076, -1.643, -3.822], [7.842, -1.463, -2.744], [7.807, -2.107, -1.739], [8.958, -0.127, -3.070], [1.618, -1.635, 0.117], [-0.089, -1.730, -0.387], [0.403, -0.575, 0.834], [1.164, 0.976, -0.648], [0.020, 0.184, -1.720], [3.032, 0.152, -1.756], [1.886, 0.359, -3.072], [1.325, -1.967, -3.158], [2.380, -2.353, -1.771], [3.342, -1.110, -4.374], [3.354, -2.844, -4.079], [5.064, -0.649, -2.884], [4.712, -2.047, -1.855], [6.197, -3.369, -3.075], [5.601, -2.764, -4.624], [9.690, -0.388, -1.983], [-3.785, 0.019, 3.916], [-2.884, 1.114, 3.307], [-3.550, 2.494, 3.370], [-4.700, 2.671, 2.383], [-4.257, 2.332, 0.962], [-3.636, 0.937, 0.849], [-2.545, 0.819, 1.873], [-1.460, 1.393, 1.498], [-4.716, -0.140, 1.020], [-3.024, 0.734, -0.529], [-1.585, 1.145, 4.104], [-3.428, -0.245, 4.911], [-4.823, 0.335, 4.017], [-3.765, -0.893, 3.324], [-2.789, 3.252, 3.161], [-3.892, 2.662, 4.394], [-5.555, 2.054, 2.674], [-5.049, 3.704, 2.417], [-5.106, 2.387, 0.275], [-3.525, 3.071, 0.625], [-4.266, -1.133, 1.062], [-5.377, -0.108, 0.154], [-5.335, -0.006, 1.901], [-2.296, 1.503, -0.777], [-3.821, 0.771, -1.274], [-2.531, -0.237, -0.603], [-1.055, 0.195, 4.020], [-1.830, 1.312, 5.154], [-0.921, 1.938, 3.773]], "homo_energy_ha": [-0.3027, -0.3446], "homo_lumo_gap_ev": [9.01, 9.85], "charge": 0, "lumo_energy_ev": [0.78, 0.47], "multiplicity": 2}


{"formula": "C5H8O2", "method": "ωB97M-V/def2-TZVPD", "species": ["O", "C", "C", "C", "C", "C", "O", "H", "H", "H", "H", "H", "H", "H", "H"], "positions_angstrom": [[-1.632, -2.262, -0.329], [-1.318, -1.149, -0.019], [-1.986, 0.370, -0.145], [-0.560, 0.807, -0.418], [0.094, -0.302, 0.363], [1.605, -0.449, 0.049], [2.361, 0.562, 0.733], [-2.728, 0.725, -0.887], [-2.356, 0.690, 0.839], [-0.157, 1.732, -0.032], [-0.359, 0.686, -1.492], [0.015, -0.041, 1.433], [1.952, -1.434, 0.356], [1.765, -0.317, -1.031], [3.304, 0.384, 0.580]], "smiles": "O=C1CC[C@@H]1CO", "homo_energy_ha": -0.3525, "homo_lumo_gap_ev": 10.43, "relative_energy_ev": 2.186, "charge": 0, "lumo_energy_ev": 0.84}


{"formula": "C22H22InN4O5", "method": "ωB97M-V/def2-TZVPD", "species": ["In", "O", "C", "O", "C", "C", "C", "C", "C", "N", "H", "H", "H", "H", "O", "N", "C", "C", "C", "C", "C", "C", "C", "O", "C", "C", "C", "H", "H", "H", "H", "H", "H", "H", "H", "H", "H", "H", "H", "N", "C", "O", "C", "C", "C", "C", "N", "C", "H", "H", "H", "H", "H", "H"], "positions_angstrom": [[1.904, 1.018, 0.127], [-1.542, -2.169, -1.313], [-0.774, -2.023, -0.413], [-1.305, 0.114, 1.253], [1.012, -1.238, -1.729], [1.122, -2.310, -2.606], [1.587, -2.067, -3.895], [2.019, -0.773, -4.229], [2.013, 0.194, -3.251], [1.526, -0.028, -1.988], [0.847, -3.306, -2.298], [1.628, -2.879, -4.588], [2.396, -0.556, -5.201], [2.544, 1.121, -3.432], [4.490, 2.087, 2.579], [4.536, 1.136, 2.147], [-6.122, -2.834, 3.061], [-4.697, -2.760, 2.639], [-4.290, -1.658, 1.882], [-3.076, -1.589, 1.359], [-2.599, -0.264, 0.752], [-2.126, -2.712, 1.565], [-0.992, -2.724, 0.846], [0.466, -1.362, -0.457], [-2.512, -3.753, 2.459], [-1.549, -4.833, 2.762], [-3.801, -3.771, 2.939], [-6.854, -2.195, 2.526], [-6.171, -2.594, 4.144], [-6.481, -3.859, 3.099], [-4.861, -0.720, 1.878], [-3.330, 0.488, 0.965], [-2.558, -0.357, -0.331], [-1.403, 0.261, 2.161], [-0.177, -3.448, 1.118], [-0.560, -4.420, 3.094], [-1.384, -5.371, 1.775], [-1.884, -5.414, 3.593], [-4.088, -4.592, 3.575], [5.643, 5.868, -1.145], [4.813, 4.969, -0.579], [5.236, 4.173, 0.267], [3.366, 4.816, -0.954], [2.561, 5.558, -1.774], [1.216, 5.109, -2.033], [0.851, 3.882, -1.599], [1.688, 3.104, -0.884], [2.866, 3.591, -0.560], [6.614, 5.763, -0.833], [5.443, 6.579, -1.812], [2.787, 6.506, -2.314], [0.583, 5.730, -2.669], [-0.133, 3.423, -1.798], [3.511, 3.092, 0.125]], "homo_energy_ha": [-0.6363, -0.6363], "homo_lumo_gap_ev": [5.86, 5.86], "relative_energy_ev": 0.000, "charge": 3, "lumo_energy_ev": [-11.46, -11.45]}


{"formula": "C12H26HfNO3P2", "method": "ωB97M-V/def2-TZVPD", "species": ["Hf", "P", "C", "C", "N", "C", "C", "C", "C", "C", "P", "H", "H", "H", "H", "H", "H", "H", "H", "O", "H", "H", "O", "H", "C", "H", "H", "H", "C", "H", "H", "H", "C", "H", "H", "H", "C", "H", "H", "H", "C", "O", "H", "H", "H"], "positions_angstrom": [[-0.903, 0.807, -0.342], [3.104, -0.146, 0.946], [2.660, -0.077, -0.842], [1.571, -1.030, -1.208], [0.314, -0.533, -1.399], [-0.682, -1.265, -1.980], [-0.456, -2.575, -2.324], [0.780, -3.125, -2.026], [1.795, -2.360, -1.487], [-2.022, -0.630, -2.299], [-2.417, 1.231, -2.181], [2.795, -2.750, -1.297], [-1.265, -3.119, -2.799], [0.964, -4.171, -2.251], [-2.240, -0.763, -3.376], [-2.848, -1.189, -1.815], [2.524, 0.864, -1.203], [3.563, -0.447, -1.341], [5.400, 3.553, -3.311], [5.574, 3.488, -4.206], [5.100, 2.701, -4.502], [3.722, 0.914, 1.553], [2.205, 1.416, 1.082], [2.093, 2.188, 1.699], [-1.914, 1.883, -3.792], [-2.534, 1.481, -4.616], [-2.023, 2.983, -3.750], [-0.851, 1.654, -3.987], [-4.211, 1.350, -2.037], [-4.426, 2.269, -1.465], [-4.700, 1.427, -3.024], [-4.636, 0.495, -1.483], [2.074, -1.127, 2.044], [2.708, -1.919, 2.463], [1.635, -0.571, 2.890], [1.293, -1.634, 1.467], [4.664, -1.086, 0.929], [5.119, -0.924, 1.916], [4.295, -2.107, 0.790], [5.273, -0.724, 0.092], [-2.306, -0.756, 2.099], [-1.839, 0.032, 1.077], [-1.500, -1.425, 2.417], [-3.153, -1.353, 1.745], [-2.616, -0.129, 2.943]], "homo_energy_ha": -0.6258, "homo_lumo_gap_ev": 5.05, "relative_energy_ev": 6.423, "charge": 3, "lumo_energy_ev": -11.98}


{"formula": "C15H19BrCl2N7O4RhS", "method": "ωB97M-V/def2-TZVPD", "species": ["Rh", "N", "N", "C", "N", "N", "N", "O", "O", "H", "H", "H", "H", "H", "Br", "C", "C", "C", "C", "C", "C", "C", "O", "O", "H", "H", "H", "H", "Cl", "C", "Cl", "H", "H", "C", "C", "C", "C", "N", "C", "S", "N", "C", "H", "H", "H", "H", "H", "H", "H", "H"], "positions_angstrom": [[-2.011, 0.268, -0.817], [-4.110, 0.069, -1.271], [-4.194, 0.100, -2.681], [-3.123, -0.309, -3.397], [-3.272, -0.520, -4.688], [-1.998, -0.468, -2.673], [-0.868, -1.082, -3.265], [-0.155, -1.691, -2.523], [-0.692, -0.921, -4.451], [-4.534, -0.788, -0.912], [-4.621, 0.863, -0.889], [-5.107, 0.180, -3.107], [-4.183, -0.492, -5.119], [-2.456, -0.693, -5.259], [3.733, 3.384, 3.491], [3.300, 2.415, 1.936], [4.313, 1.923, 1.123], [3.990, 1.198, -0.017], [2.665, 0.956, -0.340], [1.659, 1.458, 0.482], [1.971, 2.194, 1.621], [0.238, 1.177, 0.196], [-0.700, 1.630, 0.861], [-0.041, 0.367, -0.784], [5.346, 2.114, 1.377], [4.782, 0.831, -0.656], [2.404, 0.401, -1.232], [1.180, 2.575, 2.252], [-2.627, 2.848, -1.253], [-3.013, 3.208, 0.476], [-3.614, 1.773, 1.309], [-3.780, 3.972, 0.474], [-2.086, 3.512, 0.943], [2.878, -3.048, 0.091], [1.795, -2.408, 0.885], [1.942, -1.871, 2.143], [0.838, -1.298, 2.774], [-0.368, -1.267, 2.169], [-0.483, -1.771, 0.973], [-2.042, -1.773, 0.144], [0.563, -2.344, 0.337], [0.923, -0.711, 4.136], [3.845, -2.886, 0.560], [2.903, -2.646, -0.923], [2.704, -4.124, 0.024], [2.907, -1.889, 2.627], [0.412, -2.668, -0.612], [1.935, -0.390, 4.375], [0.626, -1.474, 4.862], [0.225, 0.118, 4.229]], "homo_energy_ha": -0.5062, "homo_lumo_gap_ev": 6.19, "relative_energy_ev": 0.210, "charge": 2, "lumo_energy_ev": -7.59}


{"formula": "CH5N3O", "method": "ωB97M-V/def2-TZVPD", "species": ["C", "N", "N", "N", "O", "H", "H", "H", "H", "H"], "positions_angstrom": [[-0.033, -0.996, 0.106], [1.121, 1.057, 0.113], [-1.050, 1.077, -0.054], [0.060, 0.413, 0.079], [2.507, -0.326, -0.064], [0.979, -1.331, -0.357], [0.113, -1.110, 1.148], [-0.907, -1.284, -0.455], [-0.934, 1.982, -0.375], [-1.855, 0.518, -0.140]], "homo_energy_ha": [-0.2856, -0.3314], "homo_lumo_gap_ev": [8.37, 9.15], "relative_energy_ev": 3.813, "charge": 0, "lumo_energy_ev": [0.60, 0.13], "multiplicity": 3}


| no. | electronic energy (Ha) |
| --- | --- |
| 1 | -233.32914 |
| 2 | -269.25916 |
| 3 | -1346.75443 |
| 4 | -345.72461 |
| 5 | -1635.80265 |
| 6 | -1482.89288 |
| 7 | -5269.79310 |
| 8 | -280.31113 |